Record 1
Here is 2 unconnected molecules or ions with the total composition C15H34BO10P2S at a distorted geometry from the Open Molecules 2025 dataset. Energies are from ωB97M-V/def2-TZVPD.

Calculated values
* largest force on an atom: 0.1112 hartree/bohr
* energy above the lowest of the compared OMol25 structures with the same formula, charge and spin: 473.4 kJ/mol
* frontier orbital gap: 5.15 eV
* E_LUMO: 1.64 eV

The geometry in ORCA input format:
```
! wB97M-V def2-TZVPD RIJCOSX def2/J DEFGRID3
* xyz -1 1
C -2.194 2.878 1.557
C -1.374 3.129 2.910
O -0.704 4.218 2.997
O -1.359 2.269 4.048
C -1.101 0.882 3.682
C 0.282 0.646 2.892
C 1.238 -0.480 3.542
C 2.772 -0.425 3.018
C 3.068 -1.515 1.832
C 1.985 -1.211 0.677
C 2.495 -1.533 -0.829
C 2.701 -0.066 -1.455
B 3.450 -0.020 -2.903
O 2.814 -0.390 -4.141
O 4.868 0.383 -2.922
O 3.774 -2.246 -0.962
P 3.692 -3.584 -2.118
O 2.072 -3.128 -2.679
C 1.445 -2.571 -1.475
P -0.408 -2.202 -1.499
C -1.248 -3.017 0.027
C -0.812 -0.360 -1.606
H -3.013 2.071 1.643
H -2.721 3.884 1.311
H -1.540 2.637 0.646
H -1.974 0.549 2.992
H -1.183 0.230 4.624
H -0.012 0.284 1.828
H 0.899 1.613 2.816
H 1.297 -0.318 4.693
H 0.844 -1.558 3.406
H 3.440 -0.753 3.900
H 3.108 0.620 2.674
H 2.897 -2.554 2.309
H 4.155 -1.463 1.451
H 1.786 -0.069 0.720
H 0.997 -1.719 0.959
H 1.754 0.573 -1.543
H 3.398 0.505 -0.716
H 3.315 0.036 -4.880
H 4.919 1.030 -2.168
H 5.069 -4.024 -1.880
H 4.309 -2.839 -3.220
H 3.564 -4.624 -3.145
H 3.268 -4.591 -1.180
H 1.498 -3.453 -0.709
H -2.341 -3.285 -0.177
H -0.629 -3.970 0.257
H -1.166 -2.343 0.960
H -0.672 0.231 -0.616
H -0.259 0.205 -2.436
H -1.943 -0.280 -1.849
C -5.892 3.670 -2.298
C -5.804 3.637 -0.779
O -5.689 2.255 -0.444
S -4.883 1.487 -1.628
O -3.507 1.375 -1.235
O -5.664 0.365 -2.055
O -4.995 2.655 -2.751
H -6.898 3.412 -2.641
H -5.607 4.640 -2.707
H -6.680 4.077 -0.302
H -4.902 4.146 -0.425
*
```

Record 2
Here is a molecular structure, C15H34Br6O17S5 at a distorted geometry from the Open Molecules 2025 dataset. Energies are from ωB97M-V/def2-TZVPD.

Calculated values
* largest force on an atom: 0.0952 hartree/bohr
* energy above the lowest of the compared OMol25 structures with the same formula, charge and spin: 0.0 kJ/mol
* frontier orbital gap: 9.75 eV
* E_LUMO: -0.30 eV

The geometry in ORCA input format:
```
! wB97M-V def2-TZVPD RIJCOSX def2/J DEFGRID3
* xyz 0 1
O -22.429 8.227 -10.145
S -21.819 8.712 -8.946
O -22.439 8.343 -7.640
O -20.313 8.074 -8.923
C -19.586 8.077 -7.732
C -18.144 7.736 -8.134
C -21.474 10.554 -9.112
H -20.075 7.321 -7.118
H -19.529 8.988 -7.135
H -18.172 7.086 -9.009
H -17.557 7.121 -7.452
H -17.621 8.654 -8.399
H -22.365 11.026 -8.699
H -21.407 10.904 -10.142
H -20.647 10.710 -8.420
O -29.761 4.918 -14.888
S -28.517 4.969 -13.997
O -28.226 3.891 -13.003
O -27.189 5.262 -14.943
C -27.318 5.706 -16.218
C -28.144 7.058 -16.284
C -28.588 6.595 -13.050
H -27.570 4.907 -16.915
H -26.276 5.925 -16.450
H -27.563 7.829 -15.779
H -29.193 7.009 -15.991
H -28.183 7.366 -17.329
H -28.537 7.493 -13.666
H -27.750 6.540 -12.356
H -29.556 6.533 -12.552
O -20.771 8.756 -16.413
S -20.057 8.863 -15.070
O -20.798 9.495 -13.986
O -19.571 7.329 -14.519
C -20.465 6.280 -14.701
C -20.141 5.508 -15.957
C -18.455 9.637 -15.276
H -21.436 6.701 -14.961
H -20.550 5.463 -13.985
H -19.093 5.219 -15.883
H -20.232 6.230 -16.769
H -20.607 4.570 -16.262
H -18.032 9.771 -14.280
H -18.538 10.642 -15.690
H -17.725 9.024 -15.805
C -24.809 9.668 -11.382
Br -26.306 9.043 -12.535
Br -25.492 11.138 -10.240
Br -23.305 10.209 -12.597
H -24.621 8.775 -10.788
C -24.002 5.340 -11.163
Br -25.619 6.148 -10.289
Br -23.338 6.368 -12.697
Br -24.395 3.416 -11.514
H -23.177 5.456 -10.459
C -23.733 10.158 -16.195
C -23.962 8.653 -15.729
O -25.281 8.309 -15.968
S -26.206 9.719 -16.409
O -27.200 10.026 -15.427
O -26.703 9.543 -17.811
O -24.968 10.797 -16.304
H -23.105 10.380 -17.058
H -23.330 10.607 -15.288
H -23.578 8.468 -14.725
H -23.440 7.899 -16.318
C -29.402 10.949 -11.964
C -30.294 9.767 -12.479
O -30.227 8.685 -11.563
S -29.738 9.170 -10.073
O -28.534 8.453 -9.635
O -30.927 9.266 -9.218
O -29.362 10.718 -10.537
H -29.685 11.966 -12.235
H -28.346 10.865 -12.219
H -30.288 9.595 -13.556
H -31.239 10.196 -12.147
*
```

Record 3
Here is a molecular structure, C15H34FNNbO8 at a distorted geometry from the Open Molecules 2025 dataset. Energies are from ωB97M-V/def2-TZVPD.

Calculated values
* largest force on an atom: 0.0874 hartree/bohr
* frontier orbital gap: 7.54 eV
* E_LUMO: 1.73 eV

The geometry in ORCA input format:
```
! wB97M-V def2-TZVPD RIJCOSX def2/J DEFGRID3
* xyz -1 1
N 1.188 -3.080 -3.091
C 1.825 -3.502 -3.934
O 2.474 -3.839 -5.029
Nb 2.628 -5.924 -5.311
C 0.639 -6.362 -4.279
C -0.517 -5.875 -5.107
O -1.116 -4.889 -4.945
F -0.875 -6.655 -6.186
H 1.708 -5.801 -6.893
H 4.221 -5.741 -6.186
H 3.576 -6.168 -3.752
H 2.770 -7.699 -5.665
H 0.511 -7.465 -4.221
H 0.588 -5.999 -3.239
C 4.771 3.099 0.034
O 4.434 1.802 -0.419
C 4.729 0.750 0.480
C 3.523 -0.030 0.994
O 2.507 0.667 1.705
C 1.800 1.716 1.066
C 0.991 1.399 -0.193
O 1.752 0.890 -1.266
C 1.420 -0.440 -1.656
H 5.620 3.475 -0.545
H 3.928 3.766 -0.167
H 5.002 3.136 1.100
H 5.322 1.103 1.331
H 5.352 0.036 -0.068
H 3.904 -0.770 1.702
H 3.062 -0.615 0.197
H 2.466 2.564 0.904
H 1.079 2.074 1.809
H 0.575 2.356 -0.540
H 0.142 0.756 0.054
H 0.867 -0.982 -0.887
H 2.344 -0.982 -1.862
H 0.848 -0.424 -2.585
C -2.035 0.286 2.262
O -2.278 1.681 2.181
C -3.092 2.090 1.100
C -4.420 2.732 1.492
O -5.343 1.981 2.270
C -4.964 1.521 3.555
C -4.583 2.544 4.626
O -3.475 3.361 4.300
C -3.765 4.741 4.187
H -0.987 0.091 2.015
H -2.179 -0.030 3.298
H -2.686 -0.307 1.619
H -3.279 1.268 0.402
H -2.528 2.851 0.551
H -4.951 2.953 0.563
H -4.264 3.704 1.965
H -4.199 0.749 3.458
H -5.840 0.990 3.940
H -4.285 1.962 5.508
H -5.458 3.133 4.916
H -4.829 4.941 4.048
H -3.223 5.138 3.324
H -3.396 5.274 5.069
*
```

Record 4
Here is a molecular structure, C15H34FeNO2P2 at a distorted geometry from the Open Molecules 2025 dataset. Energies are from ωB97M-V/def2-TZVPD.

Calculated values
* largest force on an atom: 0.0684 hartree/bohr
* frontier orbital gap (spin up / spin down): 5.14 / 5.01 eV
* E_LUMO (spin up / spin down): 0.34 / -1.75 eV

The geometry in ORCA input format:
```
! wB97M-V def2-TZVPD RIJCOSX def2/J DEFGRID3
* xyz 0 6
C 0.666 -3.908 -1.582
C 0.676 -2.475 -1.335
N 0.255 -2.026 -0.072
C 0.217 -2.873 0.958
C 0.374 -4.260 0.771
C 0.617 -4.799 -0.503
C 1.186 -1.507 -2.230
P 1.119 0.229 -1.620
Fe 0.033 0.301 0.258
P -0.738 -0.591 2.199
C -0.042 -2.295 2.360
O -1.729 -1.904 -4.780
O -3.553 1.229 -3.128
H 0.832 -4.250 -2.610
H 0.323 -4.886 1.641
H 0.713 -5.862 -0.651
C 2.950 0.240 -1.484
C 0.830 1.314 -3.074
H -0.740 -2.940 2.884
H 0.904 -2.241 2.900
H -0.907 -1.710 -4.289
H 1.648 -1.863 -3.147
C -0.440 0.225 3.765
C -2.522 -0.865 2.076
H -1.343 -0.013 -0.306
H -2.815 1.896 -3.258
H -3.025 0.413 -3.225
H -2.304 -2.238 -4.046
H 0.896 0.192 1.582
H -1.883 0.228 0.274
H 3.401 -0.037 -2.438
H 3.325 1.205 -1.162
H 3.223 -0.521 -0.755
H 1.312 0.970 -3.997
H -0.244 1.434 -3.274
H 1.233 2.307 -2.842
H -2.856 -1.404 2.961
H -3.025 0.101 2.015
H -2.783 -1.429 1.178
H -0.931 -0.306 4.585
H 0.636 0.291 3.964
H -0.836 1.244 3.708
C 1.792 3.375 0.905
C 0.413 2.920 1.421
C -0.341 4.108 2.034
C -0.367 2.197 0.336
H 1.688 4.067 0.052
H 2.414 2.522 0.588
H 2.339 3.903 1.703
H 0.585 2.190 2.233
H -0.580 4.878 1.289
H -1.275 3.785 2.501
H 0.277 4.577 2.808
H -1.444 2.245 0.506
H -0.158 2.619 -0.646
*
```